Record 1
DFT (ωB97M-V/def2-TZVPD) results for a cluster of 10 separate species, C20H33F6N3O20 in total at a distorted geometry.

Computed properties:
- Orbital gap: 3.96 eV
- LUMO: -6.920 eV
- HOMO level: -10.9 eV
- Energy: -3049.43553 Eh
- Energy above the lowest of the compared OMol25 structures with the same formula, charge and spin: 809.1 kJ/mol
- Strongest force on any atom: 6.06 eV/Å
- Total charge: +2

Geometry as XYZ:
```
82
Properties=species:S:1:pos:R:3:lowdin_charge:R:1
F 2.778 -0.308 -6.965 0.03
F -4.813 0.595 -5.796 0.08
F -7.738 2.866 3.973 0.11
F 5.828 -1.417 2.331 0.07
F -0.850 7.051 1.045 0.07
F 0.994 -2.010 6.462 0.09
O 8.017 1.198 2.492 0.09
O -0.551 -0.399 7.022 0.18
O -6.059 1.374 4.030 0.14
O -5.374 2.263 2.134 0.07
O -5.705 -0.043 2.325 0.13
O 3.703 1.800 -6.732 0.13
O 5.860 0.851 2.511 0.17
O -0.540 -2.104 0.145 -0.14
O 1.374 -1.675 -0.800 -0.12
O 0.996 6.477 -2.697 0.09
O -1.598 0.473 8.750 0.17
O 2.929 2.124 -8.730 0.12
O 1.655 7.412 -0.727 0.10
O -2.963 -3.088 -6.951 0.13
O -3.406 -2.112 -5.029 0.11
O 6.643 2.847 3.047 0.18
O 4.793 3.132 -8.223 0.20
O -4.571 -1.489 -6.703 0.13
O 0.626 0.275 8.665 0.11
O 0.036 5.984 -0.577 0.13
N -4.712 -5.757 1.076 0.35
N 1.624 -6.603 2.114 0.35
N 0.900 -5.821 -3.881 0.35
C 6.830 1.708 2.749 -0.62
C 0.968 6.545 -1.425 -0.47
C -0.591 0.103 8.209 -0.62
C -4.461 -1.316 -4.477 -0.04
C -5.454 3.281 3.078 -0.08
C -3.627 -2.330 -6.259 -0.62
C 1.496 7.196 0.652 -0.06
C -5.210 -0.688 -5.678 -0.24
C -6.414 2.709 4.107 -0.34
C 6.453 -0.278 1.993 -0.36
C 0.348 -1.322 -0.195 -0.86
C 3.920 2.390 -7.940 -0.60
C 7.847 -0.259 2.563 0.00
C -5.722 1.082 2.778 -0.50
C 0.294 6.379 0.742 -0.34
C 1.568 -0.266 7.847 -0.08
C 0.762 -0.712 6.628 -0.31
C 0.050 0.182 0.000 -0.04
C 1.852 1.642 -7.927 -0.07
C 2.496 1.035 -6.745 -0.27
H 7.929 -0.524 3.617 0.15
H 0.838 0.582 0.638 0.06
H 8.573 -0.765 1.926 0.14
H 2.335 0.442 7.533 0.14
H -6.299 -0.719 -5.691 0.17
H -4.804 -6.624 1.585 0.16
H 0.439 5.511 1.385 0.17
H -3.871 -5.218 1.223 0.16
H -4.525 3.255 3.649 0.14
H 0.029 0.607 -1.004 0.07
H 1.502 -5.671 1.744 0.16
H -5.544 -5.184 1.073 0.17
H 2.398 -6.272 2.671 0.16
H 1.988 1.046 -5.781 0.17
H 0.753 -4.987 -3.331 0.16
H 0.038 -6.336 -3.994 0.16
H -6.125 3.007 5.115 0.17
H -4.004 -0.556 -3.844 0.15
H 1.633 -6.274 -3.355 0.15
H -5.586 4.305 2.730 0.15
H 0.843 -6.929 2.665 0.16
H 6.409 -0.277 0.904 0.18
H 1.150 2.423 -7.631 0.15
H 2.345 6.565 0.914 0.15
H -5.240 -1.802 -3.891 0.13
H 1.087 -0.104 5.784 0.17
H 1.315 -5.629 -4.781 0.16
H 1.341 8.165 1.127 0.16
H 1.988 -1.097 8.414 0.15
H -4.630 -5.991 0.096 0.15
H -0.863 0.456 0.529 0.06
H 1.291 0.888 -8.478 0.15
H 1.988 -7.271 1.449 0.16
```

Record 2
DFT (ωB97M-V/def2-TZVPD) results for a cluster of 14 separate species, H28O14 in total at a distorted geometry.

Computed properties:
- Orbital gap: 10.28 eV
- LUMO: -0.412 eV
- HOMO level: -10.7 eV
- Energy: -1069.98435 Eh
- Energy above the lowest of the compared OMol25 structures with the same formula, charge and spin: 568.7 kJ/mol
- Strongest force on any atom: 12.21 eV/Å

Geometry as XYZ:
```
42
Properties=species:S:1:pos:R:3:lowdin_charge:R:1
O 1.380 -4.608 -1.820 -0.06
O 0.777 0.692 -3.201 0.00
O 2.108 -3.034 1.077 0.11
O -0.429 -1.887 2.331 -0.04
O -0.555 -3.874 0.470 -0.01
O 1.073 0.447 0.974 0.06
O -3.846 2.418 -2.241 -0.06
O -3.437 2.494 1.617 -0.08
O -3.683 -2.125 -0.193 0.08
O 2.381 0.042 3.219 -0.11
O 4.480 0.363 0.508 -0.09
O 2.818 2.827 0.153 -0.05
O -1.562 1.378 -2.964 -0.10
O -1.424 3.565 -0.518 -0.05
H 2.012 -2.560 0.415 -0.10
H -4.369 2.763 1.899 0.09
H 1.438 -3.620 -1.768 0.05
H 0.115 -3.884 -0.153 -0.06
H 0.443 -1.488 2.675 0.08
H 1.593 -2.680 1.744 -0.01
H -3.388 -2.896 -0.177 -0.10
H 2.455 1.025 3.390 0.07
H -3.687 2.009 -3.072 0.01
H 3.473 2.535 0.778 0.00
H -0.367 -3.128 1.003 -0.05
H 1.778 -0.005 2.412 -0.02
H 4.257 -0.050 1.376 0.04
H 2.111 -4.860 -1.233 0.05
H 1.480 1.211 1.187 -0.02
H -3.128 -1.525 0.227 0.00
H -1.023 4.185 0.086 0.04
H -2.296 3.233 -0.348 -0.02
H -4.614 2.031 -1.764 0.07
H 4.788 1.288 0.773 0.06
H 0.067 0.311 -2.790 -0.03
H -1.149 1.882 -3.732 0.10
H 0.322 0.321 0.528 0.01
H -3.532 1.530 1.596 0.03
H 1.144 0.315 -3.931 -0.01
H -1.818 2.086 -2.365 0.00
H -0.982 -1.168 2.576 0.04
H 2.793 2.443 -0.740 0.07
```

Record 3
DFT (ωB97M-V/def2-TZVPD) results for an isolated molecule of C7H10 at a distorted geometry.

Computed properties:
- Orbital gap (spin up / spin down): 6.97 / 8.84 eV
- LUMO (spin up / spin down): 0.639 / 0.881 eV
- HOMO level (spin up / spin down): -6.3 / -8.0 eV
- Energy: -272.50353 Eh
- Energy above the lowest of the compared OMol25 structures with the same formula, charge and spin: 563.1 kJ/mol
- Strongest force on any atom: 4.89 eV/Å

Geometry as XYZ:
```
17
Properties=species:S:1:pos:R:3:lowdin_charge:R:1
C 0.486 0.167 0.978 -0.16
C -2.151 1.218 -0.395 0.03
C -0.357 -0.338 -0.115 -0.24
C 1.604 -0.756 0.437 -0.21
C 1.831 0.703 0.497 -0.08
C -1.727 -0.229 -0.371 -0.28
C 0.720 -1.133 -0.755 -0.10
H 0.177 0.310 2.009 0.13
H -2.507 -0.353 0.458 0.13
H 1.894 1.306 -0.406 0.11
H -2.107 -0.865 -1.179 0.12
H 1.117 -0.832 -1.741 0.12
H -2.284 1.637 -1.381 0.04
H 2.490 1.034 1.301 0.11
H 2.193 -1.465 1.002 0.13
H -1.809 1.774 0.459 0.05
H 0.431 -2.178 -0.800 0.11
```

Record 4
DFT (ωB97M-V/def2-TZVPD) results for a cluster of 2 separate species, C3H9NO2 in total at a distorted geometry.

Computed properties:
- Orbital gap: 9.94 eV
- LUMO: 0.889 eV
- HOMO level: -9.1 eV
- Energy: -324.89461 Eh
- Energy above the lowest of the compared OMol25 structures with the same formula, charge and spin: 204.8 kJ/mol
- SMILES: CCNC=O.O
- Strongest force on any atom: 2.79 eV/Å

Geometry as XYZ:
```
15
Properties=species:S:1:pos:R:3:lowdin_charge:R:1
O 2.178 -0.348 -0.516 -0.01
O 1.341 -0.934 2.192 -0.06
N -0.010 -0.527 -0.079 -0.02
C -1.320 0.182 -0.237 -0.24
C 1.098 -0.821 -0.891 -0.29
C -1.124 1.565 -0.768 -0.10
H -1.817 0.165 0.745 0.11
H -1.950 2.142 -0.298 0.08
H 1.897 -1.755 2.150 0.09
H -1.251 1.681 -1.864 0.09
H -2.037 -0.451 -0.819 0.11
H 0.952 -1.601 -1.653 0.13
H 1.908 -0.459 1.583 0.02
H 0.344 -0.737 0.844 0.04
H -0.209 1.897 -0.388 0.05
```

Record 5
DFT (ωB97M-V/def2-TZVPD) results for a structure of composition C22H29BF4N2O9P2Ta.

Computed properties:
- Orbital gap: 6.80 eV
- LUMO: -4.524 eV
- HOMO level: -11.3 eV
- Energy: -2806.64830 Eh
- Energy above the lowest of the compared OMol25 structures with the same formula, charge and spin: 0.0 kJ/mol
- Strongest force on any atom: 0.56 eV/Å
- Total charge: +1

Geometry as XYZ:
```
70
Properties=species:S:1:pos:R:3:lowdin_charge:R:1
Ta -0.072 -0.182 -0.014 1.93
P -0.331 -2.469 -1.947 0.30
P -2.555 -2.092 -0.196 0.30
F -3.826 2.241 4.670 0.13
F 0.231 -0.362 2.246 -0.02
F -3.267 2.769 2.132 0.12
F -0.362 -0.936 4.859 0.14
O -3.072 -0.756 -0.905 -0.11
O -1.355 -1.519 0.661 -0.38
O 0.674 -2.736 -0.713 -0.14
O -0.326 -0.884 -1.824 -0.39
O 2.860 -0.012 1.629 0.14
O 0.008 -3.090 -3.206 -0.18
O -1.775 -2.880 -1.386 -0.21
O 3.142 -0.478 -0.598 0.12
O -3.559 -2.912 0.444 -0.18
N -1.045 1.341 0.816 -0.14
N 0.486 1.676 -1.263 -0.27
C 1.560 2.511 -3.454 -0.06
C 1.380 4.036 -0.655 -0.05
C 8.196 -0.640 -1.813 -0.07
C 5.630 -0.442 -0.589 0.08
C 8.172 -0.332 -0.316 -0.56
C -1.477 1.211 2.145 -0.14
C -1.079 -0.021 4.224 -0.20
C -2.117 0.649 4.843 0.11
C 8.882 1.009 -0.085 -0.04
C -0.845 2.323 -1.380 -0.16
C 1.043 1.345 -2.627 -0.21
C 1.464 2.524 -0.476 -0.21
C 4.391 -0.338 0.002 -0.18
C 5.293 0.132 2.175 0.04
C 8.930 -1.446 0.419 -0.04
C -2.527 1.865 2.780 -0.13
C -2.820 1.583 4.108 -0.19
C 4.217 -0.058 1.336 -0.19
C 6.549 0.032 1.590 -0.01
C -0.796 0.280 2.915 -0.12
C 6.745 -0.248 0.229 -0.15
C -1.476 2.482 0.001 -0.16
B 2.234 -0.265 0.428 -0.55
H 0.467 4.459 -0.241 0.07
H 0.806 3.284 -3.603 0.08
H 0.249 0.844 -3.172 0.11
H 5.713 -0.666 -1.642 0.12
H 2.455 2.165 -0.755 0.12
H 8.934 1.263 0.973 0.08
H 7.694 0.135 -2.396 0.09
H 8.363 1.818 -0.603 0.09
H 1.077 -3.615 -0.694 0.13
H 9.951 -1.514 0.040 0.09
H 2.457 2.961 -3.033 0.08
H 1.842 0.621 -2.468 0.11
H 9.903 0.960 -0.468 0.09
H 1.822 2.125 -4.439 0.09
H 1.333 2.301 0.583 0.10
H 7.412 0.178 2.225 0.11
H 9.231 -0.687 -2.153 0.09
H -0.774 3.290 -1.878 0.13
H -3.988 -0.855 -1.202 0.11
H -2.378 0.442 5.871 0.15
H 8.445 -2.413 0.269 0.09
H 5.171 0.345 3.227 0.13
H 2.211 4.473 -0.101 0.10
H 1.473 4.354 -1.688 0.07
H -2.559 2.494 -0.111 0.13
H 8.985 -1.259 1.492 0.08
H 7.732 -1.602 -2.038 0.09
H -1.177 3.411 0.487 0.12
H -1.456 1.668 -2.006 0.13
```

Record 6
DFT (ωB97M-V/def2-TZVPD) results for a cluster of 2 separate species, C4H9N2O2 in total at a distorted geometry.

Computed properties:
- Orbital gap (spin up / spin down): 8.67 / 5.00 eV
- 2S+1: 2
- LUMO (spin up / spin down): 0.398 / -3.096 eV
- HOMO level (spin up / spin down): -8.3 / -8.1 eV
- Energy: -417.72150 Eh
- Energy above the lowest of the compared OMol25 structures with the same formula, charge and spin: 60.6 kJ/mol
- Strongest force on any atom: 1.66 eV/Å

Geometry as XYZ:
```
17
Properties=species:S:1:pos:R:3:lowdin_spin:R:1
O 1.431 0.407 0.990 0.01
O 0.473 1.410 -0.761 0.04
N -1.374 -1.109 0.592 0.27
N 2.612 1.906 -0.222 0.00
C -1.501 0.197 1.236 0.03
C -0.480 -1.234 -0.378 0.09
C 1.435 1.209 0.024 0.00
C -0.673 -2.001 -1.506 0.49
H -1.391 0.982 0.486 0.01
H -1.618 -2.501 -1.691 0.02
H 3.305 1.897 0.505 0.00
H -0.708 0.341 1.963 0.01
H 0.102 -2.070 -2.250 0.03
H 0.445 -0.690 -0.222 0.00
H -2.480 0.264 1.707 0.00
H -2.212 -1.653 0.426 0.00
H 2.635 2.644 -0.898 0.00
```

Record 7
DFT (ωB97M-V/def2-TZVPD) results for a structure of composition C43H37ClMgN10O4S.

Computed properties:
- Orbital gap: 7.37 eV
- LUMO: 0.022 eV
- HOMO level: -7.3 eV
- Energy: -3568.16787 Eh
- Energy above the lowest of the compared OMol25 structures with the same formula, charge and spin: 0.0 kJ/mol
- Strongest force on any atom: 0.38 eV/Å

Geometry as XYZ:
```
97
Properties=species:S:1:pos:R:3:lowdin_charge:R:1
Cl 0.221 2.168 6.450 0.65
S 2.474 1.888 -2.297 1.00
Mg -0.286 0.762 -0.640 0.59
O -0.355 2.289 0.620 -0.17
O 1.037 1.421 -2.242 -0.56
O 0.787 -2.294 0.750 0.02
O 2.729 1.803 0.509 0.00
N -0.937 -0.778 -2.092 0.10
N -2.644 3.693 -3.155 0.18
N 2.987 0.075 1.989 0.15
N -1.489 3.940 -1.192 0.20
N -1.651 -0.206 0.861 0.09
N 1.419 -0.115 0.374 0.14
N -3.850 0.122 -0.783 0.14
N -3.773 3.343 -5.114 0.16
N -1.622 1.827 -2.093 0.14
N -2.762 1.531 -4.140 0.18
C 3.604 -2.304 1.826 -0.12
C 1.714 -0.974 5.861 -0.10
C 1.795 3.679 -4.128 -0.24
C -5.580 -0.791 -2.175 -0.05
C -1.743 -0.361 -3.073 -0.20
C -4.250 -2.273 -0.838 -0.16
C 0.854 -2.454 3.684 -0.05
C 2.515 -1.279 2.150 -0.26
C 2.285 4.536 -2.963 -0.22
C 4.706 -4.423 2.161 -0.08
C 0.705 -1.911 6.026 -0.09
C -2.292 -1.226 -4.004 0.00
C -3.030 2.848 -4.101 -0.46
C 0.608 3.213 3.972 -0.10
C -3.909 -3.561 -0.355 -0.04
C 3.728 -3.503 2.516 -0.01
C -0.209 2.213 1.908 -0.34
C -2.163 -2.577 0.987 -0.02
C 0.072 2.157 4.711 -0.67
C 0.469 3.238 2.607 0.00
C -5.292 -2.060 -1.769 -0.02
C 1.856 -1.504 3.508 -0.15
C 2.276 -0.767 4.611 -0.02
C -1.493 0.049 2.107 -0.05
C 2.408 3.623 -1.740 -0.29
C -0.579 1.133 4.075 -0.07
C 2.617 2.403 -4.027 -0.32
C 5.449 -2.964 0.414 -0.08
C -1.932 3.143 -2.161 -0.41
C -0.637 -2.073 -2.010 -0.08
C 2.401 0.698 0.917 -0.56
C -4.826 0.275 -1.638 -0.14
C -2.061 1.097 -3.106 -0.29
C 0.277 -2.648 4.932 -0.08
C -0.723 1.135 2.677 -0.12
C -2.899 -3.699 0.550 -0.06
C 1.459 -1.303 1.006 -0.41
C -1.147 -3.006 -2.902 -0.03
C -3.540 -1.138 -0.383 -0.17
C -1.990 -2.575 -3.910 -0.04
C 4.475 -2.046 0.769 -0.02
C 5.569 -4.159 1.110 -0.10
C -2.455 -1.321 0.528 -0.21
H 3.676 2.584 -4.230 0.10
H 4.792 -5.351 2.713 0.10
H -4.464 -4.420 -0.711 0.11
H -1.309 -2.708 1.639 0.09
H 3.264 4.953 -3.213 0.11
H 4.385 -1.119 0.215 0.12
H 3.856 0.421 2.355 0.16
H 0.738 3.434 -4.007 0.10
H 0.008 -2.359 -1.186 0.10
H -6.371 -0.589 -2.886 0.10
H 6.332 -4.876 0.835 0.10
H 0.256 -2.063 6.999 0.10
H -3.906 4.335 -5.177 0.10
H -0.507 -3.386 5.049 0.10
H 2.269 1.571 -4.636 0.09
H -5.049 1.295 -1.940 0.11
H 1.526 3.623 -1.099 0.08
H 2.052 -0.384 6.703 0.09
H -3.978 2.749 -5.895 0.10
H -2.633 -4.679 0.925 0.11
H 6.116 -2.745 -0.411 0.10
H 3.273 3.815 -1.109 0.09
H -2.944 -0.831 -4.769 0.11
H -1.041 3.520 -0.368 0.07
H 0.533 -3.043 2.835 0.10
H -1.791 4.897 -1.208 0.11
H -2.412 -3.279 -4.616 0.11
H -0.985 0.309 4.651 0.11
H -1.999 -0.588 2.840 0.14
H 1.130 4.010 4.486 0.10
H -0.887 -4.049 -2.789 0.11
H 1.619 5.374 -2.757 0.11
H 3.066 -3.723 3.343 0.11
H 1.923 4.174 -5.091 0.11
H 0.895 4.042 2.022 0.12
H -5.849 -2.911 -2.143 0.12
H 3.038 -0.007 4.496 0.11
```

Record 8
DFT (ωB97M-V/def2-TZVPD) results for an isolated molecule of C5H6O3 at a distorted geometry.

Computed properties:
- Orbital gap: 11.26 eV
- LUMO: 0.968 eV
- HOMO level: -10.3 eV
- Energy: -419.74742 Eh
- Energy above the lowest of the compared OMol25 structures with the same formula, charge and spin: 241.5 kJ/mol
- SMILES: OC1[C@H]2O[C@H]2[C@@H]2O[C@H]12
- Strongest force on any atom: 3.18 eV/Å

Geometry as XYZ:
```
14
Properties=species:S:1:pos:R:3:lowdin_charge:R:1
O -0.906 -1.139 -0.838 0.03
O -1.604 0.293 1.455 0.01
O 1.633 1.094 -0.106 0.02
C 0.491 -0.918 -1.014 -0.17
C -0.284 0.084 1.056 -0.31
C -0.031 -1.161 0.308 -0.18
C 0.189 1.154 0.076 -0.16
C 0.782 0.581 -1.120 -0.19
H 0.371 0.167 1.998 0.19
H -2.134 -0.132 0.767 0.10
H 0.181 -2.101 0.792 0.16
H 1.169 -1.630 -1.512 0.16
H -0.248 2.192 0.145 0.18
H 0.800 1.077 -2.106 0.16
```